A molecular structure, C49H58CaClFNO4PSi4Te, computed with wB97M-V/def2-TZVPD.

Computed properties:
Kohn-Sham gap = 3.5 eV
total charge = -2
HOMO = -0.005 Ha

Last column: Löwdin charge in e.
Element x y z (Å)
Ca 1.00 0.22 -0.10  1.05
O 1.69 -1.82 1.18  -0.02
C 1.27 -2.07 2.26  -0.19
C 0.67 -2.32 3.41  -0.23
C 0.98 -3.50 4.24  -0.09
C 0.26 -3.74 5.36  -0.17
C -0.81 -2.90 5.82  -0.18
C -1.09 -1.77 5.07  -0.18
C -0.41 -1.40 3.91  -0.37
P -0.73 0.06 2.95  1.10
C -2.56 0.18 2.92  -0.33
C -3.22 -0.72 2.08  -0.09
C -4.60 -0.71 1.96  -0.09
C -5.36 0.21 2.68  -0.13
C -4.71 1.12 3.52  -0.11
C -3.33 1.10 3.63  -0.09
C -0.30 1.51 4.01  -0.37
C -0.31 2.78 3.44  -0.11
C 0.05 3.90 4.17  -0.10
C 0.44 3.76 5.50  -0.12
C 0.48 2.50 6.08  -0.10
C 0.11 1.38 5.34  -0.08
H 1.77 -4.16 3.93  0.09
H 0.52 -4.63 5.94  0.08
H -1.38 -3.15 6.70  0.05
H -1.90 -1.12 5.39  0.10
H -2.63 -1.43 1.51  0.10
H -5.09 -1.42 1.31  0.10
H -6.44 0.23 2.59  0.08
H -5.29 1.84 4.08  0.09
H -2.84 1.81 4.29  0.09
H -0.58 2.89 2.39  0.10
H 0.05 4.88 3.71  0.09
H 0.74 4.63 6.08  0.09
H 0.80 2.38 7.11  0.09
H 0.14 0.39 5.78  0.09
C -5.99 0.35 -3.18  -0.05
C -5.20 1.61 -3.51  -0.31
C -6.07 2.84 -3.36  -0.16
C -5.30 4.09 -3.73  -0.14
C -4.04 4.18 -2.90  -0.14
C -3.46 5.39 -2.62  0.03
C -2.29 5.45 -1.88  -0.26
F -1.75 6.67 -1.63  0.04
C -1.67 4.32 -1.42  0.07
C -2.25 3.08 -1.68  -0.03
C -1.55 1.87 -1.19  -0.30
O -0.45 2.02 -0.64  -0.10
C -2.22 0.63 -1.46  -0.02
C -3.37 0.65 -2.19  0.02
N -4.00 1.75 -2.66  0.03
C -3.44 3.00 -2.42  -0.07
C -1.80 -0.77 -0.97  -0.68
O -2.32 -1.72 -1.53  0.01
O -1.00 -0.75 0.02  -0.26
H -6.95 0.39 -3.71  0.08
H -6.19 0.29 -2.11  0.10
H -5.49 -0.57 -3.48  0.08
H -4.86 1.55 -4.55  0.16
H -6.43 2.90 -2.33  0.13
H -6.95 2.73 -4.01  0.12
H -5.90 4.99 -3.58  0.11
H -5.04 4.06 -4.79  0.12
H -3.91 6.31 -2.97  0.12
H -0.75 4.35 -0.85  0.14
H -3.80 -0.31 -2.41  0.12
Cl 3.60 1.89 -1.16  0.64
C 4.33 0.68 -0.09  -0.59
C 5.38 -0.08 -0.59  -0.14
C 5.95 -1.06 0.20  -0.14
C 5.44 -1.25 1.49  -0.12
C 4.40 -0.48 1.97  -0.08
C 3.78 0.55 1.20  -0.42
C 2.65 1.28 1.64  -0.22
H 5.72 0.09 -1.61  0.08
H 6.75 -1.68 -0.18  0.08
H 5.85 -2.02 2.13  0.09
H 4.01 -0.66 2.97  0.11
H 2.56 2.30 1.26  0.00
H 2.41 1.21 2.70  0.02
C 4.42 -2.95 -7.05  -0.22
Si 4.02 -2.55 -5.24  0.31
C 3.04 -3.98 -4.54  -0.24
C 5.66 -2.45 -4.32  -0.22
Si 2.81 -0.55 -5.01  -0.08
Te 1.24 -0.79 -3.13  0.37
Si 4.27 1.21 -5.46  0.32
C 5.68 1.53 -4.26  -0.23
C 3.32 2.82 -5.71  -0.22
C 5.15 0.80 -7.08  -0.22
Si 1.27 -0.52 -6.78  0.28
C -0.02 0.82 -6.52  -0.24
C 0.38 -2.18 -6.84  -0.24
C 1.96 -0.23 -8.52  -0.24
H 4.91 -3.92 -7.11  0.02
H 5.08 -2.20 -7.49  0.01
H 3.51 -2.99 -7.65  0.01
H 3.62 -4.91 -4.63  0.02
H 2.09 -4.11 -5.07  0.02
H 2.81 -3.80 -3.49  0.01
H 6.20 -3.39 -4.40  0.02
H 5.48 -2.25 -3.26  0.03
H 6.29 -1.65 -4.72  0.01
H 5.34 1.85 -3.28  -0.03
H 6.30 2.33 -4.69  0.03
H 6.30 0.64 -4.15  0.01
H 2.68 3.03 -4.85  0.03
H 2.69 2.76 -6.60  0.01
H 4.01 3.66 -5.83  0.02
H 5.94 0.06 -6.90  0.02
H 5.63 1.71 -7.47  0.03
H 4.49 0.41 -7.85  -0.01
H -0.45 0.73 -5.52  -0.01
H -0.82 0.72 -7.27  0.02
H 0.42 1.82 -6.62  0.01
H -0.04 -2.41 -5.86  0.01
H 1.05 -2.99 -7.13  0.01
H -0.44 -2.14 -7.57  0.02
H 2.38 0.77 -8.63  0.01
H 1.14 -0.33 -9.24  0.02
H 2.73 -0.96 -8.80  0.01